Below is a molecular structure, C61H53NO2P2Pd, with properties calculated with ωB97M-V/def2-TZVPD.

The energy above the lowest of the compared OMol25 structures with the same formula, charge and spin comes out at 0.0 kcal/mol. Its calculated total energy is -91758.87462 eV. The calculation puts the orbital gap at 4.9 eV.

The geometry in XYZ format:
```
120
Properties=species:S:1:pos:R:3:lowdin_charge:R:1
C -7.865 -4.102 3.088 -0.102
C -6.824 -3.163 3.109 -0.082
C -5.503 -3.595 3.251 -0.033
C -5.212 -4.958 3.292 -0.227
C -3.781 -5.430 3.283 -0.109
C -3.044 -5.396 1.930 -0.327
C -1.855 -6.341 1.931 -0.133
O -0.700 -5.510 1.972 0.017
C -1.090 -4.220 1.782 -0.565
O -0.222 -3.326 1.780 -0.008
N -2.438 -4.118 1.632 0.114
C -6.257 -5.890 3.370 -0.048
C -7.579 -5.462 3.250 -0.097
H -8.897 -3.773 2.963 0.096
H -7.037 -2.095 3.024 0.095
H -4.671 -2.884 3.312 0.104
H -3.168 -4.800 3.944 0.134
H -3.761 -6.465 3.653 0.109
H -3.731 -5.665 1.114 0.143
H -1.840 -6.993 2.808 0.117
H -1.839 -6.948 1.016 0.124
H -6.007 -6.946 3.510 0.110
H -8.388 -6.196 3.285 0.100
C 2.808 -2.640 -2.604 -0.102
C 2.870 -2.537 -1.214 -0.087
C 1.811 -2.005 -0.491 -0.041
C 0.612 -1.598 -1.181 -0.372
C -0.634 -1.520 -0.404 0.000
C -1.772 -2.169 -0.818 -0.051
C -2.903 -2.293 -0.006 0.032
C -3.234 -1.417 1.095 -0.222
C -4.473 -0.735 1.148 -0.034
C -4.780 0.071 2.232 -0.098
C -3.925 0.131 3.347 -0.087
C -2.704 -0.555 3.328 -0.066
C -2.367 -1.304 2.204 -0.050
Pd 1.100 0.509 -1.122 0.349
P 1.720 1.964 -2.760 0.966
C 1.031 1.316 -4.305 -0.392
C 1.834 0.744 -5.299 -0.088
C 1.239 0.182 -6.433 -0.087
C -0.153 0.175 -6.564 -0.093
C -0.957 0.764 -5.582 -0.087
C -0.366 1.345 -4.457 -0.117
C 1.288 3.727 -2.847 -0.350
C 1.197 4.384 -4.089 -0.093
C 1.066 5.774 -4.142 -0.081
C 1.038 6.519 -2.960 -0.083
C 1.069 5.868 -1.723 -0.070
C 1.131 4.477 -1.670 -0.085
C 3.527 1.906 -2.987 -0.371
C 4.269 3.004 -3.455 -0.074
C 5.658 2.912 -3.572 -0.085
C 6.320 1.726 -3.234 -0.084
C 5.586 0.627 -2.776 -0.074
C 4.201 0.721 -2.655 -0.117
P 1.455 1.506 0.880 0.960
C 2.167 0.305 2.041 -0.355
C 3.566 0.204 2.163 -0.083
C 4.122 -0.880 2.840 -0.084
C 3.299 -1.834 3.444 -0.079
C 1.908 -1.707 3.368 -0.075
C 1.336 -0.639 2.677 -0.121
C 2.597 2.928 0.949 -0.362
C 2.299 4.070 1.713 -0.077
C 3.097 5.210 1.606 -0.082
C 4.214 5.210 0.766 -0.081
C 4.562 4.052 0.068 -0.068
C 3.769 2.911 0.174 -0.116
C -0.069 2.077 1.682 -0.371
C -0.160 2.111 3.085 -0.109
C -1.277 2.678 3.694 -0.086
C -2.294 3.228 2.913 -0.091
C -2.205 3.204 1.521 -0.075
C -1.100 2.622 0.900 -0.091
C 0.620 -1.594 -2.619 -0.077
C 1.698 -2.159 -3.290 -0.100
H 3.627 -3.108 -3.146 0.107
H 3.751 -2.900 -0.675 0.111
H 1.738 -2.045 0.601 0.099
H -0.592 -1.013 0.561 0.088
H -1.776 -2.680 -1.795 0.129
H -3.688 -2.952 -0.383 0.130
H -5.162 -0.859 0.307 0.118
H -5.700 0.649 2.236 0.102
H -4.211 0.716 4.224 0.105
H -2.001 -0.528 4.167 0.113
H -1.451 -1.888 2.192 0.066
H 2.920 0.748 -5.191 0.104
H 1.870 -0.247 -7.213 0.105
H -0.617 -0.286 -7.440 0.101
H -2.043 0.783 -5.692 0.104
H -0.983 1.820 -3.690 0.109
H 1.238 3.805 -5.013 0.110
H 1.004 6.273 -5.111 0.105
H 0.992 7.608 -3.001 0.103
H 1.057 6.442 -0.794 0.106
H 1.097 3.959 -0.708 0.067
H 3.763 3.930 -3.727 0.102
H 6.230 3.771 -3.931 0.105
H 7.406 1.654 -3.325 0.103
H 6.083 -0.310 -2.514 0.108
H 3.630 -0.136 -2.282 0.075
H 4.201 0.976 1.736 0.088
H 5.208 -0.977 2.892 0.103
H 3.737 -2.680 3.966 0.101
H 1.248 -2.444 3.828 0.107
H 0.253 -0.535 2.625 0.081
H 1.446 4.061 2.393 0.101
H 2.848 6.097 2.187 0.105
H 4.825 6.106 0.664 0.103
H 5.455 4.020 -0.557 0.104
H 4.052 1.998 -0.360 0.090
H 0.651 1.717 3.704 0.114
H -1.343 2.695 4.781 0.108
H -3.159 3.683 3.396 0.105
H -2.983 3.657 0.908 0.105
H -1.018 2.599 -0.193 0.089
H -0.275 -1.239 -3.130 0.107
H 1.668 -2.238 -4.378 0.104
```

Below is a molecular structure, C61H60InN3O5P2S4, with properties calculated with ωB97M-V/def2-TZVPD.

The energy above the lowest of the compared OMol25 structures with the same formula, charge and spin comes out at 20.8 kcal/mol. Its charge is +2. Its calculated total energy is -146021.82540 eV. The calculation puts the orbital gap at 8.1 eV.

The geometry in XYZ format:
```
136
Properties=species:S:1:pos:R:3:lowdin_charge:R:1
In -0.298 1.061 -0.277 0.314
C 4.861 0.984 4.273 -0.004
C 3.902 1.880 3.469 -0.427
C 4.176 3.362 3.785 -0.001
C 4.114 1.651 1.982 -0.082
C 5.354 1.923 1.408 0.010
C 5.595 1.762 0.056 -0.029
C 4.570 1.330 -0.765 -0.050
C 3.319 1.034 -0.229 -0.285
P 2.020 0.505 -1.362 1.057
C 2.398 -1.229 -1.736 -0.367
C 1.798 -1.869 -2.825 -0.149
C 2.149 -3.169 -3.151 -0.064
C 3.087 -3.853 -2.388 -0.059
C 3.674 -3.234 -1.294 -0.067
C 3.333 -1.927 -0.967 -0.067
C 2.295 1.445 -2.885 -0.351
C 2.018 2.812 -2.835 -0.123
C 2.226 3.611 -3.947 -0.049
C 2.728 3.052 -5.114 -0.039
C 3.033 1.698 -5.162 -0.053
C 2.821 0.891 -4.053 -0.076
C 3.115 1.190 1.141 -0.195
O 1.857 0.840 1.608 -0.087
C 1.536 1.087 2.929 -0.183
C 0.208 0.843 3.293 -0.283
C -0.184 1.051 4.614 -0.067
C 0.734 1.480 5.552 -0.031
C 2.036 1.731 5.156 0.010
C 2.467 1.553 3.844 -0.079
P -1.042 0.328 2.104 1.080
C -2.529 1.231 2.637 -0.341
C -2.452 2.622 2.700 -0.120
C -3.537 3.361 3.145 -0.064
C -4.708 2.719 3.530 -0.052
C -4.781 1.334 3.488 -0.053
C -3.693 0.588 3.052 -0.064
C -1.398 -1.417 2.429 -0.343
C -2.418 -2.053 1.718 -0.135
C -2.823 -3.332 2.067 -0.069
C -2.197 -3.992 3.121 -0.052
C -1.157 -3.381 3.806 -0.059
C -0.756 -2.095 3.463 -0.065
H 5.899 1.211 4.028 0.089
H 4.682 -0.073 4.061 0.101
H 4.734 1.145 5.345 0.090
H 5.211 3.622 3.559 0.090
H 4.011 3.572 4.843 0.089
H 3.523 4.012 3.198 0.104
H 6.154 2.283 2.045 0.124
H 6.570 1.985 -0.358 0.121
H 4.734 1.230 -1.831 0.121
H 1.073 -1.348 -3.435 0.094
H 1.696 -3.644 -4.013 0.109
H 3.364 -4.868 -2.650 0.119
H 4.416 -3.758 -0.703 0.119
H 3.821 -1.443 -0.129 0.112
H 1.666 3.269 -1.915 0.034
H 1.992 4.668 -3.895 0.099
H 2.895 3.676 -5.983 0.119
H 3.445 1.266 -6.065 0.115
H 3.087 -0.154 -4.109 0.100
H -1.215 0.882 4.900 0.124
H 0.436 1.635 6.581 0.121
H 2.747 2.088 5.892 0.125
H -1.529 3.129 2.435 0.078
H -3.461 4.440 3.205 0.120
H -5.552 3.296 3.885 0.116
H -5.680 0.826 3.815 0.116
H -3.763 -0.490 3.058 0.099
H -2.915 -1.530 0.905 0.099
H -3.620 -3.822 1.521 0.106
H -2.522 -4.987 3.402 0.123
H -0.665 -3.897 4.622 0.119
H 0.036 -1.613 4.024 0.108
O 0.389 7.672 -2.042 -0.234
S -0.122 6.393 -2.397 0.673
O -0.128 5.947 -3.758 -0.281
N 0.665 5.209 -1.493 -0.041
C -0.159 4.600 -0.728 -0.681
S 0.449 3.349 0.362 0.732
C -1.574 5.082 -0.756 -0.224
C -2.666 4.673 -0.014 -0.034
C -3.876 5.338 -0.197 -0.050
C -3.990 6.379 -1.114 -0.038
C -2.892 6.787 -1.869 -0.008
C -1.704 6.120 -1.661 -0.225
H -2.582 3.853 0.683 0.070
H -4.742 5.044 0.385 0.114
H -4.940 6.886 -1.236 0.119
H -2.965 7.604 -2.578 0.134
C 1.003 -6.625 1.165 -0.076
C 1.124 -5.441 0.212 -0.219
C 0.122 -4.366 0.597 -0.143
N -0.002 -3.255 -0.358 0.103
C -1.094 -2.812 -0.937 -0.763
S -1.233 -1.244 -1.627 0.695
N -2.205 -3.583 -0.988 0.107
C -2.375 -5.003 -0.872 -0.385
O -3.351 -5.404 -0.295 0.136
C -1.365 -5.867 -1.522 -0.173
C -0.601 -5.424 -2.599 -0.035
C 0.294 -6.293 -3.204 -0.070
C 0.435 -7.590 -2.724 -0.045
C -0.334 -8.032 -1.654 -0.046
C -1.246 -7.176 -1.061 -0.025
H 1.737 -7.397 0.926 0.087
H 0.011 -7.079 1.105 0.064
H 1.171 -6.320 2.202 0.082
H 0.965 -5.756 -0.823 0.074
H 2.133 -5.027 0.268 0.103
H 0.412 -3.913 1.549 0.125
H -0.866 -4.794 0.758 0.104
H 0.806 -2.657 -0.473 0.110
H -3.064 -3.077 -1.136 0.137
H -0.721 -4.417 -2.985 0.116
H 0.873 -5.969 -4.061 0.108
H 1.136 -8.266 -3.199 0.118
H -0.230 -9.048 -1.294 0.123
H -1.872 -7.507 -0.241 0.133
C -5.363 0.499 -1.492 -0.114
C -4.647 1.787 -1.869 -0.362
S -2.950 1.480 -2.360 0.979
O -2.194 1.655 -1.016 -0.649
C -2.585 2.962 -3.298 -0.345
C -1.118 2.972 -3.709 -0.107
H -6.424 0.702 -1.354 0.088
H -4.976 0.091 -0.555 0.072
H -5.266 -0.254 -2.276 0.080
H -4.569 2.482 -1.030 0.091
H -5.127 2.299 -2.705 0.107
H -2.841 3.815 -2.669 0.081
H -3.259 2.935 -4.159 0.113
H -0.459 2.913 -2.839 0.035
H -0.883 3.907 -4.218 0.074
H -0.881 2.148 -4.384 0.097
```

Look up the calculated total energy of the second one.
-146021.82540 eV

What is the formula in the first record?
C61H53NO2P2Pd

What is the formula in the first record?
C61H53NO2P2Pd

The highest energy above the lowest of the compared OMol25 structures with the same formula, charge and spin belongs to which entry?
C61H60InN3O5P2S4